<1>
Below is a cluster of 5 separate species, CH11O5 in total, with properties calculated with ωB97M-V/def2-TZVPD.

Values from the calculation:
lowest unoccupied orbital energy: 3.825 eV
E_HOMO: -4.83 eV

The geometry in ORCA input format:
```
! wB97M-V def2-TZVPD RIJCOSX def2/J DEFGRID3
* xyz -1 1
C -3.0609 -0.1732 -0.6617
O -3.5041 -0.1927 0.6696
H -2.0446 0.1865 -0.6490
H -3.7338 0.4387 -1.3261
H -3.0325 -1.1690 -1.1333
H 2.3333 1.0527 0.3641
H 3.6035 1.4405 0.9690
O 3.0657 1.6954 0.2079
H -2.7450 -0.2353 1.3135
H 0.2477 -0.4526 -0.3623
O 0.6120 -0.0287 0.4215
H 3.2564 -1.0375 -2.4815
H 3.4935 0.2376 -1.5783
O 3.8668 -0.5988 -1.8888
H -0.6793 -0.6771 2.8137
H -0.4612 -0.1568 1.2489
O -1.2174 -0.3297 2.0729
*
```


<2>
Below is a cluster of 5 separate species, CH11O5 in total, with properties calculated with ωB97M-V/def2-TZVPD.

Values from the calculation:
lowest unoccupied orbital energy: 3.979 eV
E_HOMO: -4.14 eV

The geometry in ORCA input format:
```
! wB97M-V def2-TZVPD RIJCOSX def2/J DEFGRID3
* xyz -1 1
C 0.8598 -0.9756 -1.6273
O 0.1933 0.2122 -1.6506
H 1.3037 -1.2471 -2.6448
H 1.7994 -0.9953 -0.9846
H 0.2506 -1.8399 -1.1913
H -0.2053 1.1881 -0.5024
H -0.3011 2.6957 -0.0745
O -0.5222 1.8188 0.2386
H -1.4390 -0.8007 -1.3934
H -1.7105 -2.1020 -1.7591
O -2.1368 -1.2471 -1.9649
H -0.3439 -0.2372 1.4845
H 0.9186 -0.3351 0.6556
O 0.6001 -0.4023 1.5631
H 0.4051 0.6932 3.1137
H 0.2877 2.1554 3.0766
O 0.0406 1.4190 3.6608
*
```


The structure with the greatest stability is <1>.


<1>
Below is a cluster of 2 separate species, CHCl2FS in total, with properties calculated with ωB97M-V/def2-TZVPD.

Values from the calculation:
lowest unoccupied orbital energy: -0.940 eV
E_HOMO: -9.59 eV

The geometry in ORCA input format:
```
! wB97M-V def2-TZVPD RIJCOSX def2/J DEFGRID3
* xyz 0 1
S 1.6693 -1.0825 0.4739
C 0.5658 -0.8763 -0.6839
Cl 0.3434 0.7131 -1.3942
Cl -0.4195 -1.9871 -1.3302
F -1.5088 1.5160 1.3112
H -0.6501 1.7168 1.6232
*
```


<2>
Below is a cluster of 2 separate species, CHCl2FS in total, with properties calculated with ωB97M-V/def2-TZVPD.

Values from the calculation:
lowest unoccupied orbital energy: -0.745 eV
E_HOMO: -9.53 eV

The geometry in ORCA input format:
```
! wB97M-V def2-TZVPD RIJCOSX def2/J DEFGRID3
* xyz 0 1
S 1.6251 -1.1696 -0.1730
C 0.3416 -0.5794 0.5321
Cl -1.2384 -1.1101 -0.0501
Cl 0.1524 0.2278 2.0764
F -0.0866 1.2403 -1.0680
H -0.7942 1.3909 -1.3173
*
```


The structure with the greatest stability is <1>.


<1>
Below is the ion C5H12N2 with charge +2, with properties calculated with ωB97M-V/def2-TZVPD.

Values from the calculation:
lowest unoccupied orbital energy: -8.364 eV
E_HOMO: -18.73 eV

The geometry in ORCA input format:
```
! wB97M-V def2-TZVPD RIJCOSX def2/J DEFGRID3
* xyz 2 1
C 1.5064 -2.6376 0.4048
N 1.7403 -1.3922 0.2265
C 0.7791 -0.3716 0.5799
C 0.4744 -0.1791 1.8499
C 0.2671 0.5398 -0.5314
C -1.1904 0.8792 -0.2486
N -1.8235 1.7146 -1.3871
H 0.5124 -2.8512 0.7648
H 2.2828 -3.3669 0.2298
H 2.6376 -1.1468 -0.1352
H -0.0932 0.6910 2.1109
H 0.7893 -0.8308 2.6568
H 0.4207 0.1495 -1.5366
H 0.8159 1.4865 -0.5213
H -1.2929 1.5910 0.5603
H -1.8788 0.0537 -0.0813
H -1.8336 1.1851 -2.2643
H -1.3069 2.5773 -1.4861
H -2.8066 1.9085 -1.1920
*
```


<2>
Below is a structure of composition C5H12N2, with properties calculated with ωB97M-V/def2-TZVPD.

Values from the calculation:
lowest unoccupied orbital energy: -9.885 eV
E_HOMO: -20.94 eV

The geometry in ORCA input format:
```
! wB97M-V def2-TZVPD RIJCOSX def2/J DEFGRID3
* xyz 2 1
C 1.5802 -0.0571 -1.2916
C -0.6526 -0.6784 0.1849
C -0.5943 -2.1523 0.3137
C -1.5857 1.6010 -0.2735
C 1.6830 0.7134 0.9708
N -1.6162 0.1285 -0.0507
N 1.0678 0.1278 -0.1595
H 2.5691 0.2451 -1.3912
H 1.1620 -0.3893 -2.2084
H -0.3507 -2.4754 1.2505
H 0.0796 -2.6942 -0.3084
H -1.6642 -2.4550 0.2670
H -1.2414 2.0487 0.5700
H -2.5687 1.8738 -0.6110
H -0.9726 1.9525 -1.1613
H 2.7686 0.9980 0.5526
H 1.9732 0.0727 1.7837
H 0.8797 1.4321 1.3529
H -2.5168 -0.2918 0.2096
*
```


The structure with the greatest stability is <1>.


<1>
Below is the molecule C3H2N2O, with properties calculated with ωB97M-V/def2-TZVPD.

Values from the calculation:
lowest unoccupied orbital energy: 0.538 eV
E_HOMO: -10.92 eV

The geometry in ORCA input format:
```
! wB97M-V def2-TZVPD RIJCOSX def2/J DEFGRID3
* xyz 0 1
N -2.4015 -1.4921 -0.1716
C -1.5860 -0.7412 -0.0221
N -0.3984 0.1518 0.1657
C 0.9727 -0.2194 0.0579
C 0.3859 1.1655 -0.0596
O 0.4185 2.3249 -0.1567
H 1.3914 -0.6238 -0.8604
H 1.2172 -0.5655 1.0469
*
```


<2>
Below is the molecule C3H2N2O, with properties calculated with ωB97M-V/def2-TZVPD.

Values from the calculation:
lowest unoccupied orbital energy: -1.529 eV
E_HOMO: -10.38 eV

The geometry in ORCA input format:
```
! wB97M-V def2-TZVPD RIJCOSX def2/J DEFGRID3
* xyz 0 1
O 2.4875 1.3850 -2.4746
C 1.6669 1.0309 -1.7037
N 1.7403 1.0898 -0.0307
C 0.7823 0.3388 0.2805
C -0.0446 -0.0635 -0.8840
N 0.4808 0.3554 -1.9694
H 0.7356 0.1751 1.3290
H -0.9197 -0.5584 -0.8562
*
```


The structure with the greatest stability is <2>.


<1>
Below is a cluster of 2 separate species, C3H2N2O in total, with properties calculated with ωB97M-V/def2-TZVPD.

Values from the calculation:
lowest unoccupied orbital energy (spin up / spin down): -1.126 / -0.927 eV
E_HOMO (spin up / spin down): -11.02 / -8.86 eV

The geometry in ORCA input format:
```
! wB97M-V def2-TZVPD RIJCOSX def2/J DEFGRID3
* xyz 0 1
C -0.7301 -0.7004 -1.1401
C 0.3658 -0.0265 1.3049
C -0.4520 -0.1776 0.1673
N -1.4557 -1.0496 -1.9844
N -0.1614 1.0624 0.7154
O 1.0459 -0.3663 2.2149
H 1.6812 -0.6456 -1.5701
H -0.2937 1.9035 0.2920
*
```


<2>
Below is the molecule C3H2N2O, with properties calculated with ωB97M-V/def2-TZVPD.

Values from the calculation:
lowest unoccupied orbital energy (spin up / spin down): -1.996 / -2.367 eV
E_HOMO (spin up / spin down): -10.51 / -10.32 eV

The geometry in ORCA input format:
```
! wB97M-V def2-TZVPD RIJCOSX def2/J DEFGRID3
* xyz 0 1
C 1.5967 0.9828 0.2272
C -0.0230 -0.7296 -0.4449
C -1.2768 -0.1990 0.1931
N 2.2876 1.8620 -0.0701
N 0.7603 0.0026 0.4122
O 0.2448 -1.6384 -1.1586
H -1.9578 0.5605 -0.2380
H -1.6318 -0.8410 1.0792
*
```


The structure with the greatest stability is <2>.